Molecular formula: C14H21NO2
Method: DFT, ωB97M-V/def2-TZVPD

Computed properties:
HOMO level ... -8.138 eV
Net charge ... 0
2S+1 ... 1
M ... 235.33 g/mol
Energy relative to the best compared isomer or geometry (same formula, charge and spin) ... 1.466 eV
Strongest force on any atom ... 0.5 eV Å⁻¹
Frontier orbital gap ... 8.9 eV
E_LUMO ... 0.8017 eV

Structure (XYZ):
```
38
Properties=species:S:1:pos:R:3:nbo_charge:R:1
O 1.498 3.415 0.160 -0.729
C 1.171 3.253 -1.202 -0.088
C 2.470 3.012 -1.997 -0.240
N 2.843 1.639 -2.245 -0.611
C 3.163 0.831 -1.077 -0.241
C 1.973 0.327 -0.295 -0.089
C 1.791 0.654 1.044 -0.166
C 0.678 0.218 1.731 -0.291
C -0.294 -0.567 1.105 0.378
O -1.338 -0.916 1.912 -0.511
C -2.437 -1.690 1.483 0.107
C -3.324 -1.042 0.404 -0.437
C -4.001 -2.233 -0.266 -0.401
C -2.898 -3.291 -0.334 -0.402
C -2.104 -3.110 0.966 -0.448
C -0.108 -0.911 -0.230 -0.358
C 1.015 -0.466 -0.908 -0.142
H 0.694 3.405 0.689 0.473
H 0.487 2.405 -1.342 0.166
H 0.674 4.161 -1.575 0.158
H 2.384 3.497 -2.974 0.198
H 3.281 3.489 -1.443 0.203
H 2.125 1.177 -2.795 0.346
H 3.741 -0.028 -1.442 0.200
H 3.807 1.428 -0.429 0.202
H 2.523 1.266 1.548 0.218
H 0.531 0.472 2.769 0.221
H -3.021 -1.776 2.407 0.193
H -2.709 -0.494 -0.310 0.211
H -4.036 -0.343 0.840 0.216
H -4.402 -1.987 -1.248 0.214
H -4.820 -2.591 0.360 0.197
H -3.302 -4.298 -0.425 0.214
H -2.265 -3.110 -1.204 0.195
H -1.031 -3.222 0.815 0.226
H -2.408 -3.849 1.708 0.213
H -0.818 -1.524 -0.758 0.212
H 1.141 -0.753 -1.944 0.195
```

Molecular formula: C14H22BN9RhS
Method: DFT, ωB97M-V/def2-TZVPD

Computed properties:
HOMO level ... -10.978 eV
Net charge ... +1
2S+1 ... 1
M ... 462.18 g/mol
Energy relative to the best compared isomer or geometry (same formula, charge and spin) ... 0.000 eV
Strongest force on any atom ... 0.3 eV Å⁻¹
Frontier orbital gap ... 8.5 eV
E_LUMO ... -2.4293 eV

Structure (XYZ):
```
48
Properties=species:S:1:pos:R:3:nbo_charge:R:1
Rh -0.029 -0.021 -0.403 0.973
C -1.428 3.921 -0.999 -0.326
C -1.372 2.583 -1.381 -0.010
N -0.604 1.908 -0.529 -0.258
N -0.128 2.781 0.379 -0.300
C -0.618 4.000 0.117 0.024
B 0.874 2.290 1.455 0.526
N 2.068 1.669 0.696 -0.304
C 3.362 2.013 0.659 0.026
C 4.019 1.177 -0.222 -0.324
C 3.031 0.329 -0.710 -0.009
N 1.865 0.623 -0.134 -0.271
N 0.173 1.175 2.264 -0.299
C -0.077 1.083 3.576 0.034
C -0.811 -0.064 3.806 -0.331
C -0.975 -0.631 2.545 -0.025
N -0.371 0.121 1.624 -0.294
H -1.958 4.720 -1.485 0.254
H -1.809 2.094 -2.237 0.227
H -0.343 4.841 0.732 0.241
H 1.223 3.183 2.162 -0.006
H 3.723 2.834 1.257 0.240
H 5.060 1.192 -0.491 0.255
H 3.105 -0.444 -1.458 0.237
H 0.275 1.844 4.251 0.242
H -1.182 -0.432 4.745 0.254
H -1.508 -1.525 2.271 0.213
N -2.054 -0.494 -0.695 -0.721
C -2.536 -1.902 -0.728 -0.219
C -1.680 -2.775 -1.648 -0.444
C -0.833 -3.786 -0.884 -0.411
C 0.094 -3.168 0.157 -0.220
N 0.800 -1.953 -0.329 -0.736
H -2.545 0.026 0.029 0.404
H -2.290 -0.051 -1.578 0.403
H -3.581 -1.910 -1.040 0.217
H -2.514 -2.264 0.301 0.192
H -1.030 -2.120 -2.230 0.235
H -2.299 -3.291 -2.381 0.240
H -0.253 -4.378 -1.595 0.226
H -1.473 -4.493 -0.351 0.226
H 0.835 -3.910 0.457 0.218
H -0.447 -2.885 1.058 0.193
H 1.163 -2.118 -1.267 0.409
H 1.608 -1.790 0.267 0.408
S 2.134 0.114 -4.417 -0.088
C 1.066 -0.013 -3.243 0.180
N 0.267 -0.106 -2.373 -0.700
```

Molecular formula: C14H22BNO2Os
Method: DFT, ωB97M-V/def2-TZVPD

Computed properties:
HOMO level (spin up / spin down) ... -3.340 / -8.482 eV
Net charge ... 0
2S+1 ... 5
M ... 437.38 g/mol
Strongest force on any atom ... 5.3 eV Å⁻¹
Frontier orbital gap (spin up / spin down) ... 3.8 / 7.0 eV
E_LUMO (spin up / spin down) ... 0.4900 / -1.5256 eV

Structure (XYZ):
```
41
Properties=species:S:1:pos:R:3:nbo_charge:R:1
C 0.027 0.442 -2.315 -0.277
C 0.572 -0.883 -2.104 -0.301
C 1.795 -0.745 -1.365 -0.310
C 2.009 0.640 -1.110 -0.265
C 0.917 1.383 -1.680 -0.320
Os 0.212 0.015 -0.213 0.733
C -0.517 -1.816 0.532 -0.592
C -1.647 -0.910 0.059 -0.130
C -2.839 -1.141 -0.706 -0.328
N -1.506 0.472 0.383 -0.610
H 2.468 -1.542 -1.088 0.253
H 0.226 -1.828 -2.521 0.260
H 2.856 1.035 -0.579 0.273
H 0.843 2.466 -1.646 0.254
H -0.851 0.667 -2.906 0.257
H -0.185 -2.829 0.168 0.231
H -1.990 1.248 0.992 0.358
H -0.642 -1.978 1.637 0.214
H -3.291 -2.156 -0.773 0.171
H -3.413 -0.332 -1.122 0.173
C 2.314 -0.538 4.505 -0.632
C 1.560 0.625 3.864 0.227
C 0.814 1.362 4.956 -0.622
O 0.610 0.110 2.959 -0.741
B 1.181 0.223 1.683 0.918
O 2.403 0.892 1.681 -0.765
C 2.506 1.522 2.941 0.244
C 1.986 2.953 2.798 -0.637
C 3.971 1.579 3.323 -0.626
H 2.890 -1.120 3.776 0.215
H 1.596 -1.209 4.995 0.222
H 2.994 -0.190 5.291 0.210
H 0.170 0.660 5.503 0.222
H 1.520 1.783 5.685 0.208
H 0.182 2.157 4.563 0.218
H 2.169 3.524 3.726 0.214
H 2.525 3.438 1.974 0.217
H 0.912 2.980 2.569 0.216
H 4.415 0.589 3.434 0.219
H 4.516 2.131 2.549 0.218
H 4.116 2.115 4.268 0.211
```

Molecular formula: C14H22F6N3O6PtS2Si2
Method: DFT, ωB97M-V/def2-TZVPD

Computed properties:
HOMO level (spin up / spin down) ... -3.904 / -3.907 eV
Net charge ... -1
2S+1 ... 3
M ... 757.72 g/mol
Strongest force on any atom ... 1.1 eV Å⁻¹
Frontier orbital gap (spin up / spin down) ... 6.7 / 6.1 eV
E_LUMO (spin up / spin down) ... 2.8145 / 2.2037 eV

Structure (XYZ):
```
56
Properties=species:S:1:pos:R:3:nbo_charge:R:1
Pt -0.071 -0.603 0.267 0.883
F -4.324 -0.310 0.990 -0.305
C -4.423 -1.631 1.059 0.730
F -4.955 -2.079 -0.079 -0.311
F -5.239 -1.939 2.067 -0.310
S -2.813 -2.523 1.330 2.282
O -1.829 -2.098 0.359 -0.964
O -3.259 -3.873 1.235 -0.907
N -2.465 -2.119 2.801 -1.237
S -1.141 -1.483 3.334 2.269
O -0.777 -2.059 4.584 -0.898
O -0.103 -1.384 2.326 -0.958
C -1.572 0.293 3.797 0.733
F -1.245 0.499 5.071 -0.308
F -0.905 1.167 3.054 -0.302
F -2.881 0.506 3.654 -0.312
C 2.474 2.561 2.316 -1.133
Si 2.635 0.794 1.667 1.823
C 2.395 -0.301 3.166 -1.115
C 4.416 0.434 1.155 -1.126
N 1.569 0.498 0.323 -1.040
C 1.753 1.232 -0.865 0.094
C 2.700 2.230 -1.049 -0.277
C 2.822 2.908 -2.263 -0.243
C 1.971 2.594 -3.300 -0.253
C 1.004 1.605 -3.124 -0.290
C 0.888 0.907 -1.929 0.225
N -0.044 -0.097 -1.656 -1.071
Si -1.099 -0.956 -2.726 1.822
C -0.774 -2.799 -2.585 -1.131
C -0.889 -0.583 -4.560 -1.126
C -2.897 -0.575 -2.331 -1.134
H 2.866 2.617 3.335 0.223
H 1.420 2.842 2.348 0.240
H 2.994 3.308 1.716 0.228
H 3.286 -0.128 3.778 0.223
H 2.345 -1.362 2.928 0.246
H 1.529 -0.050 3.774 0.228
H 5.075 0.562 2.019 0.219
H 4.800 1.046 0.344 0.234
H 4.481 -0.610 0.840 0.235
H 3.358 2.511 -0.240 0.198
H 3.570 3.684 -2.371 0.193
H 2.033 3.122 -4.244 0.194
H 0.324 1.398 -3.933 0.201
H 0.223 -3.007 -2.982 0.229
H -1.501 -3.373 -3.166 0.221
H -0.811 -3.158 -1.558 0.251
H 0.133 -0.728 -4.910 0.237
H -1.220 0.414 -4.850 0.227
H -1.530 -1.304 -5.078 0.227
H -3.232 -1.072 -1.425 0.232
H -3.547 -0.904 -3.147 0.223
H -3.031 0.500 -2.193 0.235
O -2.190 0.907 0.747 -0.023
O -2.297 1.965 0.181 -0.033
```

> What is the strongest force on any atom in the third record?

5.3 eV Å⁻¹

> net charge of number 2 (C14H22BN9RhS)?

+1